A cluster of 6 separate species, C24H48N3O8P2 in total, computed with wB97M-V/def2-TZVPD.

Calculated values
- total charge = +1
- lowest unoccupied orbital energy (eV) = -5.727
- Kohn-Sham gap (eV) = 5.1207

Atoms and positions in Å:
N -1.95570 3.43538 -1.66596
P -0.62635 2.88218 -2.39880
C -0.27989 1.19054 -1.55861
C -0.55158 -0.02502 -2.39983
C -0.32671 -1.36775 -1.71159
C 0.12963 -1.14822 -0.28751
P 0.42238 -2.66983 0.80194
O 0.18829 -2.31750 2.27716
O -0.77595 -3.80323 0.38812
O 1.90883 -3.41545 0.53325
N 0.34371 0.10510 0.25400
N 0.18309 1.30851 -0.25919
H -2.69064 3.57836 -2.38034
H -0.84786 2.71451 -3.82048
H 0.49689 3.77232 -2.19147
H -0.90542 0.07549 -3.46605
H -0.48757 -2.37857 -2.18887
H -1.62733 -3.30366 0.45055
H 1.68805 -4.18892 -0.04847
H 0.68886 0.11795 1.23763
C 1.03323 -5.61010 -5.34674
C 0.98946 -4.37689 -6.22429
C 0.16929 -3.41893 -5.38270
O 0.42551 -3.75036 -4.00832
C 1.12014 -5.00717 -3.95858
H 1.86386 -6.27989 -5.57160
H 0.10083 -6.17346 -5.45193
H 2.00141 -3.98270 -6.36015
H 0.55738 -4.55376 -7.20978
H -0.90280 -3.54752 -5.56448
H 0.43023 -2.37321 -5.56320
H 2.15955 -4.80478 -3.67820
H 0.67115 -5.64556 -3.19442
C 4.88171 -2.83524 1.23374
C 5.93545 -3.92178 1.24884
C 7.19873 -3.13858 0.94678
O 7.00742 -1.82213 1.48230
C 5.62955 -1.66352 1.84002
H 3.97689 -3.09322 1.78449
H 4.60025 -2.60498 0.20041
H 5.99900 -4.36273 2.24857
H 5.75041 -4.72468 0.53336
H 7.35858 -3.04206 -0.13246
H 8.08832 -3.58958 1.39106
H 5.56392 -1.67399 2.93350
H 5.26409 -0.69916 1.47836
C -5.82614 6.59579 -0.78944
C -6.46679 5.56841 -1.69755
C -5.26808 5.01993 -2.44676
O -4.14446 5.11442 -1.55935
C -4.51149 5.92759 -0.43587
H -6.42684 6.84285 0.08695
H -5.63830 7.51891 -1.34725
H -6.92598 4.77710 -1.09635
H -7.23026 5.98064 -2.35902
H -5.04552 5.62043 -3.33575
H -5.40593 3.98088 -2.75434
H -4.62202 5.26898 0.43271
H -3.71688 6.64700 -0.22819
C 5.00041 -0.75270 6.08763
C 4.94413 0.47661 5.20659
C 4.12827 1.43463 6.05338
O 4.39814 1.10945 7.42204
C 5.09689 -0.14192 7.47229
H 5.83196 -1.42096 5.85798
H 4.06874 -1.32040 5.99313
H 5.95340 0.87423 5.06012
H 4.50341 0.29452 4.22466
H 3.05422 1.30123 5.88208
H 4.38292 2.48047 5.86757
H 6.13767 0.06586 7.74255
H 4.65739 -0.77757 8.24359
C -4.82321 1.52415 -0.16899
C -5.23691 1.42242 1.28398
C -6.33972 2.45995 1.37014
O -6.96166 2.51133 0.07883
C -6.14949 1.78980 -0.85510
H -4.31928 0.63171 -0.54687
H -4.15313 2.37964 -0.30576
H -5.64445 0.42622 1.48521
H -4.42304 1.60632 1.98733
H -5.93435 3.45405 1.58742
H -7.08723 2.21593 2.12778
H -6.66658 0.85433 -1.09618
H -6.03808 2.37156 -1.77123

=====

An isolated molecule of C2H4N4O, computed with wB97M-V/def2-TZVPD.

Calculated values
- total charge = 0
- lowest unoccupied orbital energy (eV) = 0.148
- Kohn-Sham gap (eV) = 9.4484
- energy above the lowest of the compared OMol25 structures with the same formula, charge and spin (kJ/mol) = 463.2

Atoms and positions in Å:
C 1.05348 1.07398 0.11750
C -0.35943 0.70532 -0.14777
H -1.39011 -1.19814 1.15950
H 1.47624 -1.74751 -0.75967
H 1.46819 2.07617 0.33702
H -2.08441 0.62791 -0.34692
N -0.23401 -0.67892 -0.43929
N 1.01281 -1.10687 -0.00649
N 1.83767 0.02865 0.03806
N -1.35644 1.44544 -0.10850
O -1.42400 -1.22602 0.15654

=====

A structure of composition C8H8N3NiO3S4, computed with wB97M-V/def2-TZVPD.

Calculated values
- total charge = -1
- lowest unoccupied orbital energy (spin up / spin down) (eV) = 1.696 / 1.688
- Kohn-Sham gap (spin up / spin down) (eV) = 6.5093 / 6.3219
- multiplicity = 3
- energy above the lowest of the compared OMol25 structures with the same formula, charge and spin (kJ/mol) = 48.6

Atoms and positions in Å:
Ni 0.55574 -0.43180 -1.03894
C 4.43030 0.76663 1.50742
S 4.13585 -0.98505 1.89358
C 2.61345 -1.10725 0.96474
S 2.71316 -1.31805 -0.72660
N 1.52178 -1.00810 1.68917
N 0.42946 -0.92812 0.88319
C -0.71305 -1.25946 1.32611
C -1.79088 -1.23240 0.33598
C -3.13430 -1.20461 0.68253
C -4.08352 -1.12387 -0.31721
C -3.66660 -1.07622 -1.63951
C -2.31166 -1.11136 -1.90302
N -1.39050 -1.20400 -0.94558
H 5.35379 1.04950 2.01223
H 3.60501 1.37553 1.87067
H 4.53693 0.89473 0.43265
H -0.85714 -1.58118 2.35272
H -3.41201 -1.21414 1.72897
H -5.13648 -1.07647 -0.07122
H -4.37523 -1.00330 -2.45215
H -1.93722 -1.06080 -2.91687
O 1.35273 4.16998 -1.95887
S 0.59353 3.38007 -1.01755
O 1.25538 3.12190 0.24345
O -0.80894 3.72326 -0.91704
S 0.52042 1.44459 -2.01884

=====

A cluster of 4 separate species, C9H21ClN3O3 in total, computed with wB97M-V/def2-TZVPD.

Calculated values
- total charge = -1
- lowest unoccupied orbital energy (eV) = 3.132
- Kohn-Sham gap (eV) = 9.1728
- energy above the lowest of the compared OMol25 structures with the same formula, charge and spin (kJ/mol) = 134.7

Atoms and positions in Å:
Cl -0.73990 -1.19299 0.43127
C -0.26771 2.55035 -0.40962
C -0.28652 2.83335 1.13929
O -0.77131 3.87375 1.56470
N 0.01531 1.71316 1.86178
C 0.42987 1.81253 3.23857
H 0.42345 3.17919 -0.97083
H -1.25780 2.77976 -0.80357
H 0.09185 1.54618 -0.63424
H -0.27845 0.81981 1.49334
H 1.28798 1.15831 3.39266
H -0.36178 1.48512 3.91251
H 0.66523 2.87367 3.32030
C -1.21818 -0.20964 -3.76611
C -2.43357 0.33887 -3.09004
O -3.46712 0.59388 -3.71222
N -2.36901 0.50607 -1.73903
C -3.43203 0.95677 -0.93444
H -1.22826 0.04574 -4.82572
H -1.18123 -1.29900 -3.76183
H -0.29378 0.10808 -3.28378
H -1.53223 0.15277 -1.29737
H -4.42098 0.71855 -1.32602
H -3.37626 2.04193 -0.84841
H -3.38712 0.49943 0.05395
C 1.78733 -4.28296 1.07944
C 2.74737 -3.10459 0.96450
O 3.94150 -3.23175 1.14883
N 2.26325 -1.95726 0.80875
C 3.07621 -0.65795 0.82831
H 0.77484 -4.04707 0.75186
H 1.66302 -4.82058 2.01946
H 2.21363 -5.02931 0.40912
H 1.27714 -1.89196 0.60035
H 2.82403 -0.14540 1.75664
H 2.67264 -0.08752 -0.00825
H 4.14874 -0.62940 0.63602

=====

The following F_max values (in eV/A) correspond, in order, to the records above: 5.30 4.16 0.91 5.61.